1.
A structure of composition C3H2AuClF9O6PS at a distorted geometry, computed with ωB97M-V/def2-TZVPD.

Properties
- charge = -1
- HOMO (alpha / beta) (eV) = -6.42 / -6.41
- ΔE to the lowest compared entry with this formula, charge and spin (kcal/mol) = 61.8
- Kohn-Sham gap (alpha / beta) (eV) = 6.32 / 4.79
- calculated total energy (Eh) = -2801.30409
- 2S+1 = 2
- largest force on an atom (eV/A) = 3.3
- <S²> = 0.757

Last column: Löwdin charge in e.
Element x y z (Å)
Au1 -0.0048 -0.7298 0.4953  1.1317
O1 -1.2848 -2.8583 3.4189  -0.2837
S1 -1.5772 -1.9337 2.3679  0.3082
O2 -2.9351 -1.4547 2.2720  -0.3616
O3 -0.5888 -0.6968 2.4132  -0.4164
O4 -1.1336 -2.5040 1.0201  -0.4561
Cl1 -2.9896 -0.4521 -0.5304  0.8118
C1 -2.5584 0.1314 -2.0593  -0.4423
C2 -0.8633 -0.4166 -2.5879  -0.5456
O5 -0.9942 -0.4126 -3.7760  0.1805
O6 -0.0568 -0.5919 -1.7083  0.0189
H1 -2.3696 1.2000 -2.0816  0.0679
H2 -3.1973 -0.2387 -2.8475  0.0626
F1 1.8133 0.9078 0.0211  -0.2719
P1 3.3780 0.3356 0.0189  0.1454
F2 2.8834 -0.8379 1.0317  -0.1895
F3 4.8711 -0.2423 0.0214  -0.1468
F4 3.7807 1.5175 -0.9972  -0.1566
F5 2.9793 -0.6087 -1.2352  -0.1735
F6 3.6965 1.2888 1.2729  -0.1518
F7 -0.9700 1.9764 2.0803  0.1538
C3 -0.5886 1.8574 0.8350  -0.5036
F8 0.3426 2.7187 0.5366  0.1580
F9 -1.6329 2.0444 0.0179  0.0608

---

2.
A structure of composition C4H10CuFO7PS at a distorted geometry, computed with ωB97M-V/def2-TZVPD.

Properties
- charge = +1
- HOMO (eV) = -14.08
- Kohn-Sham gap (eV) = 6.88
- calculated total energy (Eh) = -3164.40776
- largest force on an atom (eV/A) = 6.9

Last column: Löwdin charge in e.
Element x y z (Å)
O1 -1.2633 1.4777 0.6105  -0.3241
P1 -1.8907 0.8314 1.9113  0.8042
O2 -3.4168 0.1003 1.4027  -0.1656
O3 -2.3037 2.1555 2.9822  -0.1495
F1 -3.3900 2.7341 2.4542  -0.0379
O4 -0.9301 -0.4208 2.6479  -0.2427
C1 0.1751 -0.8632 1.7763  -0.2167
C2 -0.2991 -1.5902 0.3869  -0.1532
C3 0.7723 -1.5035 -0.8499  -0.1640
C4 1.4134 -0.0199 -1.1184  -0.2643
S1 1.0276 0.6591 -2.8624  0.8101
O5 1.3999 -0.3973 -3.9300  -0.3194
O6 -0.4543 1.1525 -2.9788  -0.3187
O7 2.0150 2.0333 -3.1021  -0.1981
H1 -3.2996 -0.8878 1.6200  0.1042
H2 0.9101 0.0377 1.6465  0.0770
H3 0.7759 -1.6839 2.4013  0.1653
H4 -1.3526 -1.2539 -0.0154  0.1281
H5 -0.4155 -2.7503 0.6429  0.1474
H6 1.6312 -2.3191 -0.7842  0.1472
H7 0.1612 -1.7839 -1.8367  0.1509
H8 1.0630 0.8190 -0.3821  0.0585
H9 2.6035 -0.0985 -1.0827  0.1183
H10 2.4070 2.3241 -2.2058  0.0968
Cu1 2.6606 1.2476 0.6658  0.7465